# 1
{"formula": "C10H12INO", "method": "wB97M-V/def2-TZVPD", "species": ["I", "O", "N", "C", "C", "C", "C", "C", "C", "C", "C", "C", "C", "H", "H", "H", "H", "H", "H", "H", "H", "H", "H", "H", "H"], "xyz": [[2.7272, 1.0331, 0.3556], [-0.4245, -1.8779, -1.4694], [1.6450, -1.4272, -2.5452], [1.9261, -1.9715, 1.8190], [0.6498, -1.3479, -1.6287], [-0.3901, 1.9319, -0.7699], [0.8395, -0.8821, 1.7094], [-1.5536, 0.5028, 0.7465], [-1.5908, 2.4852, -1.1332], [0.8046, 0.0445, 0.5070], [-2.7640, 1.0708, 0.4057], [-2.7645, 2.0865, -0.5457], [-0.3112, 0.8887, 0.1952], [2.8928, -1.5339, 1.5750], [-3.6757, 2.4509, -1.0106], [1.5657, -1.8901, -3.4802], [-1.7250, -0.3979, 1.4344], [0.4571, 2.5385, -1.3311], [1.9455, -2.3847, 2.8709], [-1.5641, 3.3529, -1.8587], [-0.1876, -1.2865, 1.7361], [1.6785, -2.9182, 1.2127], [0.8279, -0.2028, 2.5617], [2.6158, -1.0771, -2.4316], [-3.6246, 0.8121, 1.0750]], "atomic_forces_ev_per_a": [[-0.5, -0.3, -0.5], [1.5, 0.7, -0.8], [0.5, -0.5, -1.4], [-1.1, -1.4, 0.4], [0.3, -1.0, -0.5], [2.3, 1.7, -1.1], [-1.3, -0.2, -0.6], [-1.2, -1.7, 1.1], [0.3, 1.3, -0.6], [1.4, 1.7, 1.7], [-0.1, 0.6, 1.0], [-1.4, -0.4, -0.7], [-0.3, -0.8, -0.4], [0.1, -0.4, 0.0], [-0.2, 0.2, 0.6], [-0.5, 0.2, 1.2], [0.9, 1.6, -0.9], [-1.0, -2.1, 1.7], [0.1, 0.7, -1.0], [-0.2, -1.3, 0.8], [0.7, -0.5, 0.1], [0.5, 1.7, 0.4], [0.4, 0.0, 0.4], [-1.6, 0.1, 0.6], [0.5, 0.1, -1.3]], "mulliken_spin": [0.0300, 0.2850, 0.0734, 0.0268, 0.6042, 0.1727, 0.0075, 0.1602, -0.0870, 0.6036, -0.0831, 0.1680, -0.0225, 0.0000, 0.0119, 0.0299, 0.0129, 0.0048, -0.0040, -0.0020, -0.0066, 0.0007, 0.0319, -0.0154, -0.0027], "lumo_ev": [0.415, -1.210], "fmax_ev_per_a": 3.007, "gap_ha": [0.2556, 0.2922], "homo_ev": [-6.539, -9.161], "multiplicity": 3, "total_charge": 0, "energy_ev": -22198.698}


# 2
{"formula": "C16H30NO3PS", "method": "wB97M-V/def2-TZVPD", "species": ["S", "P", "O", "O", "O", "N", "C", "C", "C", "C", "C", "C", "C", "C", "C", "C", "C", "C", "C", "C", "C", "C", "H", "H", "H", "H", "H", "H", "H", "H", "H", "H", "H", "H", "H", "H", "H", "H", "H", "H", "H", "H", "H", "H", "H", "H", "H", "H", "H", "H", "H", "H"], "xyz": [[2.9833, 0.2876, -2.1469], [-1.3839, -0.7899, 0.1753], [4.3691, 0.5643, -2.3142], [2.7861, -1.2425, -2.5402], [1.9973, 1.0577, -2.8510], [-1.7447, 1.8383, -0.9889], [2.3878, 3.9639, -1.1175], [-3.1844, -3.0169, -0.1519], [-2.8294, -3.4641, 1.2659], [2.4030, 5.5760, 0.6650], [-0.3596, -3.9435, 1.9418], [-2.1371, -2.1359, -0.8563], [1.1281, 0.4377, -0.0709], [-0.5583, -3.1888, 3.2601], [0.1982, -0.5742, -0.7509], [1.0035, 4.0539, -1.1878], [-2.4165, 0.6901, -0.3920], [1.0190, 5.6649, 0.5963], [3.0885, 4.7248, -0.1920], [-1.6531, -4.4627, 1.2987], [2.6121, 0.3223, -0.4116], [0.3182, 4.9047, -0.3311], [-1.4246, -4.7429, 0.2645], [0.4645, 3.4610, -1.9171], [-0.7608, 4.9792, -0.3901], [-3.7196, -3.9295, 1.6948], [-2.9558, 1.0404, 0.4877], [-3.1578, 0.3146, -1.1028], [-1.2824, 2.4064, -0.2894], [1.8611, -1.3884, -2.7976], [1.0446, 0.2988, 1.0106], [3.1541, 1.2008, -0.0571], [-4.1584, -2.5207, -0.1684], [4.1675, 4.6534, -0.1387], [-1.4580, -3.5234, 3.7814], [-1.9581, -5.3886, 1.7909], [0.4861, 6.3293, 1.2644], [0.2902, -3.3328, 3.9297], [2.9137, 3.2983, -1.7903], [2.9475, 6.1706, 1.3874], [-2.6063, -2.5939, 1.8846], [-1.0556, 1.5647, -1.6784], [-0.6605, -2.1156, 3.0927], [3.0596, -0.5736, 0.0194], [0.1798, -3.3139, 1.2270], [0.0551, -0.3084, -1.8040], [-2.6027, -1.6699, -1.7296], [0.2930, -4.8008, 2.1261], [0.6662, -1.5655, -0.7110], [-1.3182, -2.7529, -1.2393], [-3.3039, -3.9219, -0.7578], [0.8126, 1.4571, -0.2893]], "atomic_forces_ev_per_a": [[-0.1, 0.4, 0.0], [-0.1, 0.1, 0.1], [0.1, -0.1, 0.0], [-0.1, -0.1, 0.0], [-0.1, -0.1, 0.0], [0.0, 0.0, 0.1], [0.0, -0.1, 0.0], [0.1, -0.1, -0.1], [0.0, -0.1, -0.1], [0.0, 0.0, 0.0], [0.0, -0.2, 0.1], [-0.1, 0.0, 0.0], [0.0, 0.0, 0.0], [0.0, 0.1, 0.0], [0.3, 0.1, 0.0], [0.0, 0.0, 0.0], [0.1, 0.0, -0.1], [0.0, 0.0, 0.0], [0.0, 0.0, 0.0], [0.0, 0.2, -0.2], [-0.1, -0.1, 0.1], [0.0, 0.0, 0.0], [0.0, -0.1, 0.1], [0.0, 0.0, 0.0], [0.0, 0.0, 0.0], [0.0, 0.0, 0.0], [-0.1, 0.0, -0.1], [0.0, 0.0, 0.0], [0.0, -0.1, -0.1], [0.1, 0.1, 0.0], [0.0, 0.1, 0.0], [0.0, -0.1, 0.1], [0.1, 0.1, 0.1], [0.0, 0.0, 0.0], [0.1, -0.1, 0.0], [0.0, 0.1, 0.1], [0.0, 0.0, 0.0], [0.0, 0.0, 0.0], [0.0, 0.1, 0.0], [0.0, 0.0, 0.0], [0.0, 0.0, 0.0], [0.0, 0.0, 0.0], [-0.1, 0.0, 0.0], [0.1, 0.0, -0.1], [0.0, 0.1, 0.1], [-0.1, -0.1, 0.0], [0.1, -0.1, -0.1], [0.0, 0.0, -0.1], [-0.1, 0.0, 0.0], [0.0, 0.0, 0.1], [-0.1, 0.1, 0.0], [0.0, 0.0, 0.0]], "mulliken_charge": [1.1311, 0.1973, -0.6592, -0.4897, -0.5628, -0.6053, -0.3824, -1.3296, -0.4355, -0.3333, -0.0092, -0.8434, -0.1776, -1.1686, -1.5483, -0.4734, -0.9197, -0.4526, -0.6060, -0.8504, -1.0945, -0.4020, 0.3740, 0.4633, 0.4447, 0.3537, 0.4172, 0.3739, 0.2623, 0.3882, 0.5143, 0.4797, 0.3434, 0.3992, 0.2975, 0.3831, 0.3767, 0.3693, 0.6173, 0.3748, 0.4240, 0.2525, 0.2807, 0.4772, -0.1212, 0.5760, 0.6730, 0.4240, 1.0411, 0.5264, 0.4159, -0.1871], "lumo_ev": 0.430, "fmax_ev_per_a": 0.370, "gap_ha": 0.3257, "homo_ev": -8.434, "total_charge": 0, "energy_ev": -44834.933}